No. 1
Below is a 2-piece molecular cluster, C5H7BrO overall, with properties calculated with ωB97M-V/def2-TZVPD.

As for the strongest force on any atom: 4.64 eV Å⁻¹. The value obtained for the molar mass is 163.01 g mol⁻¹. For the gap between HOMO and LUMO, the calculation gives 9.6 eV. Its total energy is -2843.8909 Ha. As for the SMILES: C=C1CCC1=O.Br. The LUMO energy is -0.33 eV. For the HOMO energy, the calculation gives -9.97 eV. As for the relative energy (zero: lowest compared OMol25 entry of this formula, charge and spin): 30.1 kcal/mol.

Each line ends with the Löwdin charge.
Cartesian coordinates (Å):
1 C -0.45 -1.87 0.22  0.0890
2 C 0.15 -0.69 0.13  -0.1993
3 C 1.64 -0.25 0.11  -0.1143
4 C 1.26 1.09 -0.50  -0.0739
5 C -0.19 0.75 -0.17  -0.3266
6 O -1.16 1.45 0.03  0.0300
7 H 0.12 -2.84 0.47  0.1069
8 H -1.54 -2.03 0.08  0.0777
9 H 2.24 -0.97 -0.46  0.1145
10 H 2.20 -0.01 1.01  0.1078
11 H 1.57 1.38 -1.42  0.0762
12 H 1.37 2.02 0.16  0.1536
13 Br -4.35 0.73 0.15  0.1692
14 H -2.87 1.24 0.19  -0.2108


No. 2
Below is a 2-piece molecular cluster, C2H4F2S2 overall, with properties calculated with ωB97M-V/def2-TZVPD.

As for the strongest force on any atom: 1.42 eV Å⁻¹. The value obtained for the molar mass is 130.18 g mol⁻¹. For the gap between HOMO and LUMO (alpha / beta), the calculation gives 8.5 / 7.4 eV. Its total energy is -1074.6292 Ha. The LUMO energy (alpha / beta) is 0.16 / -1.09 eV. For the HOMO energy (alpha / beta), the calculation gives -8.35 / -8.53 eV. As for the relative energy (zero: lowest compared OMol25 entry of this formula, charge and spin): 36.9 kcal/mol.

Each line ends with the Löwdin charge.
Cartesian coordinates (Å):
1 C 0.61 1.92 0.06  -0.4494
2 C -0.51 -2.12 0.32  -0.3186
3 F -1.29 -1.36 1.08  0.0365
4 F -1.17 -3.15 -0.17  0.0621
5 S -0.67 1.29 -1.09  0.3023
6 S 0.06 -0.39 -1.77  0.1827
7 H 1.59 1.76 -0.38  0.0247
8 H 0.52 1.40 1.00  0.0244
9 H 0.42 2.98 0.19  0.0234
10 H 0.46 -2.34 0.75  0.1119


No. 3
Below is C44H54Ge2N3Os as an isolated structure, with properties calculated with ωB97M-V/def2-TZVPD.

As for the strongest force on any atom: 1.64 eV Å⁻¹. The value obtained for the molar mass is 960.39 g mol⁻¹. For the gap between HOMO and LUMO (alpha / beta), the calculation gives 5.1 / 4.4 eV. The multiplicity is 2. The charge is +2. Its total energy is -6117.1316 Ha. The LUMO energy (alpha / beta) is -7.92 / -8.65 eV. For the HOMO energy (alpha / beta), the calculation gives -13.06 / -13.01 eV. As for the relative energy (zero: lowest compared OMol25 entry of this formula, charge and spin): 21.4 kcal/mol.

Each line ends with the Löwdin charge.
Cartesian coordinates (Å):
1 Os 0.91 -0.19 0.03  1.2095
2 C -1.29 -2.20 -3.32  -0.0208
3 C -0.12 -2.91 -2.63  -0.3498
4 C 1.03 -1.98 -2.36  -0.0916
5 C -0.59 -3.69 -1.43  -0.1287
6 C -1.12 -4.93 -1.77  -0.0300
7 C -1.67 -5.77 -0.84  -0.0343
8 C -1.57 -5.43 0.49  -0.0262
9 C -1.00 -4.24 0.92  -0.1206
10 C -0.69 -4.28 2.42  -0.3585
11 C -1.87 -4.00 3.36  -0.0457
12 C 0.60 -3.60 2.86  -0.0684
13 C -0.62 -3.27 -0.07  -0.1203
14 N -0.41 -1.90 0.34  -0.0128
15 C -1.23 -1.53 1.32  -0.1278
16 C -1.02 -0.39 2.06  -0.3311
17 C -1.72 0.10 3.19  0.0271
18 C -1.03 1.20 3.62  0.0115
19 C 0.05 1.43 2.71  -0.1952
20 N 0.05 0.46 1.78  -0.0473
21 C 1.05 2.53 2.92  -0.5337
22 C 0.38 3.90 2.79  -0.0121
23 C 1.58 2.41 4.36  -0.0185
24 C 2.20 2.40 1.93  -0.0389
25 H -0.98 -1.74 -4.25  0.0774
26 H -1.70 -1.43 -2.67  0.0444
27 H -2.10 -2.90 -3.54  0.1000
28 H 0.24 -3.68 -3.33  0.1480
29 H 0.60 -1.02 -1.95  -0.0108
30 H 1.53 -1.69 -3.28  0.0795
31 H 1.76 -2.41 -1.68  0.0787
32 H -1.12 -5.21 -2.81  0.1272
33 H -2.11 -6.71 -1.14  0.1221
34 H -1.86 -6.16 1.24  0.1291
35 H -0.47 -5.35 2.56  0.1333
36 H -1.95 -2.94 3.62  0.0596
37 H -1.72 -4.53 4.30  0.0929
38 H -2.81 -4.33 2.94  0.0890
39 H 0.51 -2.53 3.03  0.0725
40 H 1.37 -3.78 2.11  0.0686
41 H 0.94 -4.03 3.80  0.1037
42 H -2.07 -2.16 1.57  0.1449
43 H -2.58 -0.36 3.63  0.1259
44 H -1.24 1.82 4.47  0.1218
45 H -0.50 3.98 3.42  0.0953
46 H 0.10 4.11 1.77  0.0598
47 H 1.10 4.66 3.11  0.1033
48 H 0.83 2.68 5.09  0.0896
49 H 2.42 3.11 4.48  0.0980
50 H 1.95 1.41 4.58  0.0934
51 H 1.86 2.49 0.89  0.0743
52 H 2.70 1.45 2.07  0.0461
53 H 2.93 3.20 2.10  0.1107
54 C 0.87 0.51 -4.91  -0.1998
55 Ge 0.68 2.09 -3.78  0.9104
56 C -0.54 3.44 -4.51  -0.1901
57 C 2.42 2.81 -3.24  -0.2047
58 Ge -0.56 1.26 -1.33  0.9509
59 C -2.30 0.59 -1.94  -0.3852
60 C -3.15 -0.03 -1.02  -0.1303
61 C -4.42 -0.44 -1.39  -0.0485
62 C -4.86 -0.26 -2.69  -0.0467
63 C -4.02 0.35 -3.62  -0.0488
64 C -2.76 0.77 -3.24  -0.1281
65 C -0.98 3.10 -0.80  -0.3661
66 C -0.18 4.21 -1.09  -0.1598
67 C -0.60 5.49 -0.75  -0.0645
68 C -1.81 5.67 -0.11  -0.0483
69 C -2.61 4.58 0.19  -0.0513
70 C -2.20 3.30 -0.16  -0.0976
71 H 1.39 0.87 -5.80  0.0500
72 H -0.09 0.11 -5.22  0.0227
73 H 1.47 -0.27 -4.46  -0.0022
74 H 0.06 4.00 -5.23  0.0474
75 H -0.91 4.13 -3.75  0.0265
76 H -1.37 2.99 -5.03  0.0265
77 H 3.05 2.76 -4.12  0.0453
78 H 2.88 2.20 -2.47  -0.0075
79 H 2.37 3.84 -2.91  0.0275
80 H -2.84 -0.18 -0.01  0.0759
81 H -5.07 -0.91 -0.66  0.1168
82 H -5.85 -0.58 -2.98  0.1182
83 H -4.36 0.50 -4.64  0.1174
84 H -2.13 1.23 -3.99  0.0625
85 H 0.78 4.09 -1.57  0.0647
86 H 0.03 6.33 -0.99  0.1165
87 H -2.14 6.67 0.14  0.1187
88 H -3.56 4.73 0.69  0.1179
89 H -2.86 2.48 0.06  0.0977
90 C 2.87 -0.12 -0.65  -0.1920
91 C 3.44 -0.58 0.62  -0.3175
92 C 4.40 0.19 1.31  -0.0452
93 C 4.77 -0.12 2.59  0.0121
94 C 4.15 -1.20 3.25  -0.1903
95 C 3.23 -1.99 2.58  -0.0017
96 C 2.88 -1.71 1.26  -0.0616
97 C 4.48 -1.49 4.61  -0.1605
98 N 4.72 -1.72 5.71  0.2039
99 H 2.88 -0.85 -1.45  0.0623
100 H 3.28 0.84 -0.98  0.0717
101 H 4.85 1.04 0.81  0.1318
102 H 5.53 0.46 3.11  0.1396
103 H 2.83 -2.85 3.09  0.1006
104 H 2.29 -2.43 0.71  0.0986


No. 4
Below is C27H26NO2PPtSTe as an isolated structure, with properties calculated with ωB97M-V/def2-TZVPD.

As for the strongest force on any atom: 1.08 eV Å⁻¹. The value obtained for the molar mass is 782.23 g mol⁻¹. For the gap between HOMO and LUMO (alpha / beta), the calculation gives 6.1 / 6.1 eV. Its total energy is -2376.6030 Ha. The LUMO energy (alpha / beta) is -0.15 / -0.15 eV. For the HOMO energy (alpha / beta), the calculation gives -6.20 / -6.20 eV. As for the relative energy (zero: lowest compared OMol25 entry of this formula, charge and spin): 31.3 kcal/mol.

Each line ends with the Löwdin charge.
Cartesian coordinates (Å):
1 Pt -0.15 0.77 -1.74  0.5795
2 N -0.27 2.82 -1.07  -0.0675
3 C -1.14 3.07 0.06  -0.2882
4 C -1.72 4.32 0.28  -0.0246
5 C -2.52 4.51 1.39  -0.0684
6 C -2.73 3.48 2.30  -0.0661
7 C -2.18 2.23 2.05  -0.0550
8 C -1.40 2.02 0.92  -0.2849
9 P -0.87 0.37 0.37  0.9460
10 C 0.21 -0.27 1.67  -0.3382
11 C 0.94 0.61 2.47  -0.0831
12 C 1.83 0.12 3.42  -0.0755
13 C 2.00 -1.25 3.56  -0.0719
14 C 1.29 -2.13 2.75  -0.0626
15 C 0.40 -1.65 1.80  -0.0943
16 C -2.38 -0.64 0.48  -0.3353
17 C -3.18 -0.72 -0.66  -0.0905
18 C -4.37 -1.44 -0.62  -0.0692
19 C -4.76 -2.08 0.55  -0.0787
20 C -3.96 -2.01 1.68  -0.0741
21 C -2.77 -1.29 1.65  -0.0872
22 H 0.70 2.77 -0.76  0.0394
23 H -0.33 3.55 -1.77  0.0989
24 H -1.53 5.13 -0.41  0.1156
25 H -2.97 5.48 1.56  0.1092
26 H -3.35 3.63 3.17  0.1089
27 H -2.38 1.40 2.73  0.1143
28 H 0.81 1.68 2.36  0.1033
29 H 2.39 0.81 4.04  0.1036
30 H 2.70 -1.64 4.29  0.1057
31 H 1.44 -3.20 2.85  0.1129
32 H -0.13 -2.35 1.16  0.0979
33 H -2.86 -0.25 -1.57  0.0728
34 H -4.99 -1.50 -1.51  0.1055
35 H -5.69 -2.64 0.58  0.1039
36 H -4.25 -2.52 2.59  0.1041
37 H -2.14 -1.26 2.53  0.1047
38 O -0.44 -2.88 -0.84  0.0349
39 C 0.33 -2.05 -1.33  -0.6154
40 O 0.01 -1.27 -2.33  -0.2914
41 C 1.75 -1.99 -0.76  -0.1753
42 C 2.19 -3.21 -0.23  -0.0591
43 C 3.42 -3.35 0.40  -0.0998
44 C 4.22 -2.22 0.56  -0.0941
45 C 3.79 -1.01 0.06  -0.1467
46 C 2.58 -0.86 -0.63  -0.6073
47 S 2.30 0.78 -1.22  0.5110
48 H 1.52 -4.05 -0.33  0.1183
49 H 3.73 -4.32 0.77  0.0982
50 H 5.17 -2.29 1.07  0.1007
51 H 4.40 -0.13 0.20  0.0845
52 C 2.00 2.50 -4.26  -0.4387
53 Te 0.30 1.22 -4.31  1.2039
54 C 1.43 -0.52 -4.76  -0.4016
55 H 2.65 2.14 -3.47  -0.0530
56 H 1.67 3.52 -4.07  -0.0039
57 H 2.50 2.46 -5.23  0.0060
58 H 1.77 -0.46 -5.79  0.0078
59 H 0.78 -1.37 -4.59  0.0018
60 H 2.25 -0.55 -4.05  0.0083


No. 5
Below is a single C9H10BNO3 molecule, with properties calculated with ωB97M-V/def2-TZVPD.

As for the strongest force on any atom: 4.70 eV Å⁻¹. The value obtained for the molar mass is 191.00 g mol⁻¹. For the gap between HOMO and LUMO, the calculation gives 8.3 eV. Its total energy is -654.2759 Ha. As for the SMILES: COn1c(B(O)O)cc2ccccc21. The LUMO energy is 0.19 eV. For the HOMO energy, the calculation gives -8.10 eV. As for the relative energy (zero: lowest compared OMol25 entry of this formula, charge and spin): 55.8 kcal/mol.

Each line ends with the Löwdin charge.
Cartesian coordinates (Å):
1 C -0.53 0.11 -2.89  -0.0535
2 O -0.12 -0.81 -1.89  -0.0544
3 N 0.14 -0.31 -0.67  -0.0298
4 C 1.39 0.02 0.05  -0.0090
5 B 2.80 0.02 -0.57  -0.6053
6 O 3.78 -0.88 -0.19  0.1519
7 O 3.11 1.04 -1.45  0.1390
8 C 1.10 0.15 1.38  0.0224
9 C -0.30 0.08 1.59  -0.1899
10 C -1.13 0.14 2.71  -0.0573
11 C -2.48 0.03 2.58  -0.0842
12 C -3.04 -0.28 1.26  -0.1123
13 C -2.23 -0.41 0.20  -0.0350
14 C -0.81 -0.21 0.33  -0.1565
15 H -0.39 1.18 -2.82  0.0978
16 H -1.46 -0.03 -3.32  0.0590
17 H 0.20 0.03 -3.68  0.0809
18 H 4.68 -0.61 -0.51  0.1265
19 H 4.05 1.20 -1.71  0.1207
20 H 1.84 0.44 2.10  0.1152
21 H -0.54 0.27 3.66  0.1316
22 H -3.16 0.13 3.43  0.0921
23 H -4.11 -0.59 1.21  0.1101
24 H -2.80 -0.71 -0.78  0.1400


No. 6
Below is C21H23N4O5Tc as an isolated structure, with properties calculated with ωB97M-V/def2-TZVPD.

As for the strongest force on any atom: 2.39 eV Å⁻¹. The value obtained for the molar mass is 509.44 g mol⁻¹. For the gap between HOMO and LUMO, the calculation gives 5.9 eV. The charge is +2. Its total energy is -1489.3401 Ha. The LUMO energy is -9.00 eV. For the HOMO energy, the calculation gives -14.94 eV. As for the relative energy (zero: lowest compared OMol25 entry of this formula, charge and spin): 31.6 kcal/mol.

Each line ends with the Löwdin charge.
Cartesian coordinates (Å):
1 Tc -0.27 0.14 -1.12  1.5911
2 O 1.84 1.78 1.15  0.1489
3 C 2.20 0.77 0.66  -0.4293
4 O 1.25 0.03 -0.12  -0.2796
5 C 3.55 0.20 0.67  -0.1465
6 C 3.89 -0.91 -0.10  0.0075
7 C 5.20 -1.34 -0.15  0.0331
8 C 6.14 -0.64 0.59  -0.1029
9 C 5.82 0.43 1.39  0.0411
10 C 4.51 0.87 1.43  0.0284
11 N 7.57 -1.06 0.49  -0.3370
12 O 8.35 -0.52 1.24  0.1117
13 O 7.85 -1.85 -0.38  0.1083
14 H 3.13 -1.44 -0.66  0.1145
15 H 5.51 -2.18 -0.75  0.1328
16 H 6.60 0.92 1.96  0.1343
17 H 4.22 1.71 2.03  0.1327
18 C -1.62 4.50 0.90  -0.0410
19 C -0.27 4.56 0.20  -0.1515
20 N -0.34 4.32 -1.27  -0.0218
21 C -0.25 5.52 -2.14  -0.1581
22 C -1.57 6.27 -2.25  -0.0458
23 C -0.48 3.12 -1.76  -0.3257
24 C -0.53 2.89 -3.23  0.0254
25 N -0.60 2.07 -0.91  -0.0217
26 H -1.49 4.80 1.94  0.0985
27 H -2.08 3.51 0.90  0.0690
28 H -2.33 5.19 0.44  0.0814
29 H 0.44 3.85 0.63  0.1090
30 H 0.16 5.54 0.33  0.1326
31 H 0.12 5.23 -3.11  0.1129
32 H 0.51 6.17 -1.69  0.1328
33 H -2.39 5.59 -2.52  0.0857
34 H -1.49 7.03 -3.03  0.0956
35 H -1.83 6.77 -1.32  0.0813
36 H 0.45 3.07 -3.69  0.1177
37 H -1.25 3.56 -3.70  0.1075
38 H -0.83 1.87 -3.44  0.0499
39 H -0.71 2.32 0.06  0.0529
40 O -0.44 -1.37 -4.98  0.2553
41 C -0.61 -0.99 -3.91  -0.3648
42 N -0.84 -0.56 -2.78  -0.0965
43 C -1.69 -0.32 -0.16  -0.0414
44 C -2.79 -0.66 0.58  -0.2811
45 C -3.96 -1.12 -0.10  0.0135
46 C -5.09 -1.37 0.63  -0.0218
47 C -5.08 -1.18 2.01  0.0219
48 C -3.93 -0.75 2.69  -0.0238
49 C -2.78 -0.50 1.99  0.0076
50 H -3.93 -1.26 -1.17  0.1316
51 H -5.99 -1.72 0.13  0.1299
52 H -5.98 -1.39 2.58  0.1334
53 H -3.95 -0.63 3.77  0.1290
54 H -1.87 -0.19 2.49  0.1312